Molecular formula: C33H37BCl4Cs2F20IN4NaO8S
Method: DFT, wB97M-V/def2-TZVPD

The LUMO energy is -1.899 eV. As for the multiplicity: 1. The value obtained for the HOMO-LUMO gap is 2.191 eV. Its total charge is 0. As for the total energy: -6861.64550 Eh.

Element x y z (Å)
Cs: -3.272499 5.363262 -2.441312
Cs: -1.537763 2.057130 -7.032345
I: -0.433225 -2.361469 -4.865396
Cl: 1.197568 5.440740 -6.067312
Cl: -7.106710 2.356203 6.081947
Cl: -4.774389 0.743329 6.713984
Cl: -6.461039 0.034148 4.457974
S: 4.431417 -0.793426 -1.600504
Na: 3.282180 -3.404920 6.739844
F: -0.264688 1.616310 2.874160
F: 1.014730 5.351038 -0.390033
F: -3.015859 2.369313 0.890200
F: -0.564287 -4.786729 9.635093
F: -1.937609 0.499759 1.005324
F: -1.298598 6.052750 -1.559483
F: -1.426296 3.619774 -0.415181
F: 1.035409 -3.606022 8.492150
F: 1.328923 2.738932 -4.928150
F: -2.537717 -1.228569 -1.319406
F: 2.145937 5.993971 -2.125871
F: -1.192385 2.353516 -4.089991
F: -0.202909 6.655359 -3.390561
F: 0.346355 2.684430 0.434682
F: 1.437410 0.716490 -5.803880
F: 0.170823 7.684004 -1.569776
F: -1.149881 -2.918764 8.432350
F: -1.195205 3.605181 2.502142
F: -1.399956 0.652307 -5.431254
F: 0.070405 -2.704504 10.367541
O: -2.634211 0.684453 3.844368
O: 6.462465 3.761549 0.831851
O: 3.544168 2.084969 -0.353855
O: -3.264747 2.787417 3.815771
O: -2.493743 -0.547957 -3.613192
O: 3.042490 -6.422598 2.674976
O: -1.989548 1.400630 -1.817567
O: -3.952637 -0.612047 -5.156369
N: -4.869432 -4.417318 -2.837838
N: -3.167002 -1.288314 -4.630107
N: 1.741477 -1.270546 -1.948781
N: -0.318025 -1.375990 -0.871005
C: -0.112168 6.497414 -2.087812
C: 5.711678 3.289198 -0.096052
C: 2.143874 -2.453239 0.851612
C: 2.648640 -3.337787 1.798912
C: 1.321956 -0.040792 0.210954
C: -1.552985 -3.147806 -2.011287
C: 0.838533 -0.415514 -1.173892
C: -1.779269 1.849045 1.045208
C: 3.467669 -3.782936 4.153774
C: 1.825874 3.171129 -2.111184
C: -0.836351 1.511142 -1.318053
C: -1.363238 -1.636820 -1.889572
C: 0.753079 4.173439 -2.489868
C: -0.528059 1.248241 -4.437513
C: -3.590806 -3.968764 -0.724670
C: -2.081549 -3.780353 -0.694607
C: 2.956931 -1.105793 -1.838736
C: -0.174216 0.250829 -3.349600
C: 0.328382 0.827281 -1.981757
C: 2.563029 -1.578741 3.389765
C: 2.056705 -0.709969 2.446477
C: 0.655307 1.723880 -5.390539
C: 0.963916 5.469951 -1.729299
C: -0.850988 2.398760 -0.115830
C: 1.655931 1.655192 -2.238511
C: 4.311596 2.588731 0.583971
C: 1.831045 -1.129386 1.130654
C: -4.056430 -5.001298 -1.760153
C: -1.358095 2.293191 2.462378
C: -2.520549 1.945558 3.448903
C: -5.802900 1.358692 5.429263
C: 2.875029 -2.900062 3.095739
C: -1.173901 -0.946306 -3.279772
B: -0.186242 -3.501434 9.257134
H: -0.281900 3.872183 -2.352119
H: 2.698426 3.410971 -2.708961
H: -4.668474 -5.740516 -1.251966
H: -2.317093 -3.356333 -2.748784
H: -4.910293 -3.410964 -2.789333
H: 3.885990 3.410060 1.191255
H: 0.484995 0.394517 0.742985
H: 1.878134 0.307519 2.754183
H: 4.435428 -3.331470 4.407427
H: 2.092050 0.766366 0.203783
H: 0.841555 4.493622 -3.529221
H: 0.142206 -2.270432 -0.685395
H: 6.109779 2.440540 -0.708017
H: -2.231671 0.071137 3.217544
H: -1.638051 -4.762622 -0.584044
H: 2.874581 -3.783447 5.059631
H: -4.544878 -4.686126 -3.752675
H: 4.723237 1.876412 1.329114
H: -1.853687 -3.155967 0.166353
H: 3.710583 -4.798082 3.840879
H: -5.193591 1.977320 4.784092
H: 2.027500 1.311812 -3.200209
H: 2.447183 1.302277 -1.582714
H: 2.175342 3.388830 -1.107701
H: 2.726261 -1.207946 4.392652
H: 0.736724 -0.204865 -3.724874
H: -3.959381 -4.273342 0.248927
H: 2.000972 -2.832313 -0.148816
H: 5.277941 4.005693 -0.832523
H: -0.765497 -1.133270 0.013530
H: 0.176233 2.112266 -6.338434
H: -3.218907 -5.536426 -2.205906
H: -0.613195 -3.638367 -2.239736
H: 2.893374 -4.346693 1.525337
H: -4.105231 -3.037516 -0.940462
H: 2.462567 -7.062120 3.103523
H: 3.767988 -6.955188 2.329471

Forces on atoms 1 to 6 (eV/Å):
Cs -3.440 -1.530 -1.427
Cs -5.609 4.960 -8.283
I 0.249 -0.053 0.196
Cl -0.649 -0.365 -0.124
Cl -0.005 0.000 -0.019
Cl -0.006 -0.025 0.015

Molecular formula: C5H16N3PS
Method: DFT, wB97M-V/def2-TZVPD

The LUMO energy (alpha / beta) is 0.839 / -1.795 eV. Its expectation value of S² is 2.01. As for the multiplicity: 3. The value obtained for the HOMO-LUMO gap (alpha / beta) is 6.333 / 6.447 eV. Its total charge is 0. As for the total energy: -1103.67360 Eh.

Element x y z (Å)
S: -0.272035 2.409591 -0.861118
P: -0.130307 0.375091 0.076134
N: -0.307714 -0.622960 -1.316046
N: 3.979975 -0.007198 0.292090
N: -1.823035 0.229660 0.431862
C: 3.475757 1.056423 0.772118
C: -1.300512 -0.881306 -2.389175
C: -1.933348 -0.663508 1.528807
C: 3.600444 -1.365911 0.550125
C: -2.959254 1.138025 0.404041
H: 3.707499 -1.714489 -0.569088
H: -3.881811 0.564624 0.278725
H: -2.656079 1.900152 -0.453920
H: 2.521524 -1.434537 0.784398
H: -2.296551 -0.669695 -1.834421
H: 0.792910 2.794210 -0.362584
H: -1.269629 -1.890241 -2.531673
H: 2.747696 1.097530 1.559044
H: -1.389001 -0.345793 -3.343900
H: 4.155178 -1.967147 1.234621
H: 0.633405 -0.957130 -1.629684
H: -1.868105 -0.155109 2.525456
H: -2.896581 -1.206534 1.475761
H: 3.757797 2.021715 0.568552
H: -1.255530 -1.439077 1.469590
H: -3.132682 1.733620 1.340296

Forces on atoms 1 to 6 (eV/Å):
S -2.657 -1.690 -0.840
P -2.469 0.893 -2.961
N 3.088 -0.546 -1.050
N 0.243 -3.823 1.211
N 0.049 0.359 0.981
C -1.632 2.858 1.211

Molecular formula: C28H56O21
Method: DFT, wB97M-V/def2-TZVPD

The LUMO energy is 0.490 eV. As for the multiplicity: 1. The value obtained for the energy above the lowest of the compared OMol25 structures with the same formula, charge and spin is 74.0 kJ/mol. The value obtained for the HOMO-LUMO gap is 11.054 eV. Its total charge is 0. As for the total energy: -2680.58218 Eh.

Element x y z (Å)
O: -5.459244 5.464790 3.235654
O: -1.141130 -2.883464 2.686066
O: 5.226879 3.375343 -5.278579
O: -1.361537 -0.939123 3.753146
O: 1.170195 0.227855 5.656345
O: -0.023644 -4.210053 -2.029710
O: 0.810112 -0.840124 -1.199660
O: 0.748460 -4.927886 -0.185333
O: 0.472531 -1.330860 2.718799
O: 3.871451 3.702574 -3.513558
O: 2.332884 0.996910 3.927485
O: -1.887012 -2.199529 -5.125088
O: 2.075693 -3.667670 -1.455374
O: 3.055939 -0.696695 5.219695
O: -0.400453 1.046257 -1.522023
O: 1.284042 0.652340 -2.771057
O: -3.740005 4.027204 3.036626
O: 3.107535 3.226168 -5.556576
O: -0.295259 -0.993085 -6.188155
O: -4.910547 4.032407 4.811505
O: -1.375165 -0.094444 -4.590248
C: 1.043013 -4.215352 -1.249108
C: -0.730747 -1.825271 2.997798
C: -4.765985 4.589213 3.651632
C: 1.263677 -2.021103 1.767184
C: 2.365003 -0.140380 -3.208195
C: -1.075579 1.749181 0.710133
C: 0.048605 -2.163479 -7.022478
C: 6.364817 3.117935 -4.438917
C: -1.307721 0.782053 -0.446033
C: -6.135794 4.347920 5.455755
C: -2.583190 0.040859 -3.831768
C: 0.819115 2.644853 -5.926118
C: 0.597741 0.194072 -1.737157
C: 5.211700 -1.695161 5.094063
C: -6.350055 3.375398 6.612381
C: 4.044996 3.458258 -4.670098
C: -1.298799 -1.162255 -5.343869
C: 4.138253 -0.951981 4.327114
C: 1.166583 -5.642033 2.057799
C: 1.796961 -5.128101 0.756427
C: 1.717419 3.538025 -5.141084
C: 2.193335 0.251857 4.836437
C: -2.504343 -1.752278 5.666709
C: -3.597479 4.350816 1.645911
C: 0.170558 -3.583600 -3.292478
C: -0.803373 -2.219885 -8.283938
C: 0.184234 1.232824 5.382327
C: -2.658047 -1.256294 4.258891
H: 0.541456 2.258124 5.576713
H: -0.613553 1.108111 6.103299
H: -1.778829 -2.571944 5.635818
H: 2.473731 -5.894469 0.350728
H: -2.515489 1.004871 -3.341769
H: -1.790394 -2.627031 -8.070731
H: -0.845123 -1.224408 -8.708309
H: 1.041132 -3.970512 -3.821366
H: 6.879368 4.050801 -4.212915
H: -2.128393 -1.010699 6.365321
H: -4.023411 3.507015 1.101079
H: 1.942136 -5.849906 2.792323
H: 2.126677 -1.193467 -3.102765
H: 3.271056 0.118968 -2.655868
H: 0.678959 -2.706848 1.154535
H: -1.919371 1.714752 1.401728
H: 1.103815 1.602273 -5.748055
H: -3.080468 -2.058975 3.658328
H: -6.107675 5.363233 5.852520
H: -6.986229 4.254747 4.776018
H: -2.639672 -0.739965 -3.072172
H: -4.083613 5.277034 1.364007
H: -6.363985 2.333642 6.309329
H: 1.659690 3.565127 -4.060736
H: 1.058000 -1.863631 -7.325791
H: 0.662912 -6.584907 1.846961
H: 7.028525 2.513328 -5.054505
H: 0.288010 -2.504969 -3.152474
H: 1.825751 -1.357636 1.127020
H: -0.173174 1.520646 1.284722
H: 3.782279 -1.478349 3.437827
H: 2.430304 -4.257629 0.944966
H: -0.183590 2.793053 -5.523027
H: 5.385101 -1.163438 6.034165
H: -0.130536 1.230738 4.345950
H: 1.937843 -2.670381 2.337946
H: 0.487756 -4.878266 2.439988
H: 4.522779 -0.000518 3.954420
H: 6.093711 2.600960 -3.525263
H: -0.960948 2.784204 0.378582
H: -2.534521 4.395713 1.432868
H: 0.821231 2.746626 -7.006726
H: -3.424699 -2.204190 6.041115
H: 2.591627 0.125971 -4.239178
H: -7.259057 3.677853 7.131631
H: 6.169431 -1.624315 4.576891
H: 0.110859 -3.061774 -6.416658
H: -1.258245 -0.245399 -0.096018
H: -3.216106 -0.330542 4.159928
H: -0.311587 -2.925693 -8.956809
H: -0.735169 -3.719819 -3.867146
H: 1.604975 4.549782 -5.558645
H: -3.438635 0.000982 -4.502515
H: 4.951186 -2.724893 5.319755
H: -2.314342 0.998152 -0.811754
H: -5.530106 3.462860 7.335430

Forces on atoms 1 to 6 (eV/Å):
O -0.680 0.925 -0.850
O -0.905 -2.178 -0.869
O 0.370 -0.443 -0.023
O 0.255 0.945 -0.098
O -1.043 0.317 0.640
O -0.333 -0.200 -0.554

Molecular formula: C4H9N3O
Method: DFT, wB97M-V/def2-TZVPD

The LUMO energy is 0.811 eV. As for the multiplicity: 1. The value obtained for the energy above the lowest of the compared OMol25 structures with the same formula, charge and spin is 360.3 kJ/mol. The value obtained for the HOMO-LUMO gap is 10.313 eV. Its total charge is 0. As for the total energy: -397.21341 Eh.

Element x y z (Å)
O: 1.192946 0.313183 0.394337
N: -0.166025 2.402972 -1.796161
N: -1.845061 -0.455067 -0.077115
N: 0.356395 0.231804 -0.750975
C: 2.558166 0.354722 0.036236
C: -1.715915 -0.198552 1.346169
C: -0.604432 -0.846070 -0.717990
C: 0.013344 1.396225 -1.274358
H: -2.701460 -0.023529 1.760404
H: -0.090910 -1.679687 -0.207668
H: 2.759821 1.195652 -0.635998
H: -1.236143 -1.031234 1.885559
H: 3.085327 0.498708 0.974472
H: 2.884555 -0.570516 -0.435576
H: -0.825277 -1.128420 -1.751420
H: -1.111426 0.695883 1.495421
H: -2.553906 -1.156075 -0.245339

Forces on atoms 1 to 6 (eV/Å):
O -0.907 0.114 0.077
N -0.260 0.655 -0.271
N 0.140 -0.108 -0.228
N 0.853 -0.917 0.222
C 0.226 0.194 -0.398
C 0.258 -0.120 0.034